Computed, not measured: a cluster of 6 separate species, C24H66N6O6 in total in a non-equilibrium geometry, with ωB97M-V/def2-TZVPD.

Geometry as XYZ:
```
102
Properties=species:S:1:pos:R:3:mulliken_charge:R:1
C 1.75420 2.26896 -1.26791 -1.6105
O 2.19311 2.06914 -2.60308 -0.4510
C 1.33063 1.25664 -3.42652 -0.3003
C 2.22970 1.08654 -4.72992 0.2347
C 2.22325 2.36662 -5.52932 -1.5080
N 1.55804 0.08699 -5.66765 -0.6941
H 0.68154 2.35862 -1.09630 0.2031
H 2.26634 3.12449 -0.82757 0.4221
H 2.07045 1.31946 -0.83603 0.6325
H 1.14149 0.25993 -3.02791 -0.6423
H 0.33723 1.67982 -3.57548 1.1340
H 3.27338 0.87471 -4.49763 0.3353
H 2.87294 2.24769 -6.39642 0.4109
H 2.58588 3.18236 -4.90388 0.2993
H 1.19216 2.63811 -5.75572 0.3145
H 2.27975 -0.28469 -6.26857 0.3101
H 1.23786 -0.70982 -5.13597 0.1765
C -0.76437 0.38368 6.94650 -0.7907
O -0.72572 0.48842 5.49046 -0.3198
C -1.68528 -0.22057 4.68617 -1.0360
C -1.36991 -0.15414 3.13621 0.9712
C -2.52910 -0.54785 2.20619 -0.4929
N -0.23525 -0.94739 2.76528 -0.7520
H -1.63751 0.77759 7.46664 0.3009
H 0.08941 0.98027 7.26782 0.2542
H -0.71821 -0.62159 7.36531 0.3203
H -1.73780 -1.25232 5.03376 0.4014
H -2.67418 0.21724 4.82219 0.5136
H -1.10080 0.88439 2.94349 0.5265
H -2.20909 -0.57749 1.16464 -1.9952
H -3.39952 0.09778 2.32297 0.8783
H -2.92534 -1.51248 2.52333 0.2647
H -0.45153 -1.86473 3.12833 0.4274
H 0.52123 -0.67597 3.37698 0.1924
C -3.61568 -0.24891 0.22439 -1.0565
O -3.99299 0.76912 1.15928 -0.1745
C -4.72050 1.84736 0.58282 -0.7410
C -4.83936 3.02136 1.57872 0.5837
C -5.61032 2.53675 2.82718 -1.2476
N -5.42211 4.10866 0.88891 -0.7206
H -2.90001 0.13903 -0.50047 0.9575
H -4.51196 -0.58413 -0.29753 0.5217
H -3.17073 -1.10994 0.72314 0.3084
H -4.32430 2.13958 -0.38967 0.2006
H -5.73166 1.54553 0.30976 0.2588
H -3.84311 3.25939 1.95146 0.2797
H -6.62498 2.23213 2.57073 0.2965
H -5.65321 3.44359 3.43041 0.3617
H -5.05028 1.74377 3.32280 0.2651
H -5.19411 4.13509 -0.09467 0.2448
H -4.99516 4.97319 1.18960 0.2808
C 4.47970 0.53906 -1.16096 -1.5428
O 4.34427 -0.12342 0.13287 -0.3822
C 3.23551 0.41570 0.95929 0.2590
C 3.32913 -0.31622 2.31919 0.5450
C 3.14988 -1.80264 2.04827 -1.9549
N 2.25409 0.05936 3.15662 -0.6955
H 4.75378 1.59127 -1.08460 0.2717
H 3.65137 0.40972 -1.85755 1.0231
H 5.25058 -0.05728 -1.64906 0.5361
H 3.38238 1.48926 1.07755 0.5261
H 2.26784 0.27260 0.47842 -0.6369
H 4.30895 -0.24313 2.79111 0.6259
H 4.00469 -2.25981 1.54988 0.4256
H 2.31596 -2.05667 1.39395 0.5861
H 3.09011 -2.24992 3.04048 0.4767
H 2.36623 -0.46675 4.01145 0.3470
H 2.39281 1.02697 3.41077 0.1675
C -1.49317 0.60195 -3.18709 -1.3013
O -0.62381 0.07526 -2.18134 0.3906
C -0.84411 0.59832 -0.85704 -1.6599
C 0.30533 0.08012 0.15703 2.8849
C 0.04813 -1.40157 0.59167 -0.7239
N 0.21958 0.78793 1.44329 -0.4216
H -2.18125 -0.16086 -3.55148 0.2068
H -0.95124 0.78014 -4.11589 0.5065
H -2.06675 1.47140 -2.86592 0.3258
H -0.83522 1.68731 -0.90309 0.7365
H -1.86971 0.40537 -0.54240 -1.8020
H 1.23330 0.24777 -0.38967 0.2860
H 0.88925 -1.88656 1.08704 -0.0726
H -0.07320 -1.82421 -0.40571 -0.0714
H -0.85074 -1.56843 1.18521 0.2443
H 0.81859 0.41834 2.16764 -0.0027
H -0.67009 0.52008 1.83933 0.2868
C 3.47580 -1.80657 -1.28728 -0.1613
O 2.82807 -2.65104 -2.27639 -0.5396
C 1.40848 -2.57572 -2.14861 1.0757
C 0.71309 -3.66443 -2.94038 0.4839
C -0.79767 -3.63653 -2.77104 -1.2496
N 1.30115 -4.95433 -2.51217 -0.8861
H 3.10166 -0.78465 -1.22566 -0.8865
H 4.54081 -1.62333 -1.42969 0.5583
H 3.28783 -2.02874 -0.23685 0.6416
H 1.10762 -2.58483 -1.10099 -0.0047
H 1.14669 -1.58922 -2.53122 -0.8139
H 0.86984 -3.64799 -4.01893 0.4197
H -1.29685 -4.26551 -3.50813 0.3832
H -1.10925 -2.59292 -2.81459 0.0576
H -1.11515 -4.01396 -1.79901 0.3141
H 2.29926 -4.80270 -2.54197 0.3608
H 1.13197 -5.06981 -1.52315 0.3066
```

largest force on an atom	5.78	eV/A
HOMO-LUMO gap	8.35	eV
SMILES	COC[C@H](C)N.COC[C@H](C)N.COC[C@H](C)N.COC[C@H](C)N.COC[C@H](C)N.COC[C@H](C)N
energy above the lowest of the compared OMol25 structures with the same formula, charge and spin	340.8	kcal per mole